C2ClF5 | ωB97M-V with the def2-TZVPD basis set

Last column: Mulliken charge in e.
Atoms and positions in Å:
C  1.57  -0.26  -0.03  0.5120
C  -1.83  0.24  -0.07  0.4121
F  2.14  0.86  0.26  -0.1574
F  1.85  -0.74  -1.24  -0.1783
F  1.65  -1.25  0.86  -0.1692
F  -1.87  0.82  1.14  -0.1742
F  -2.12  1.15  -1.01  -0.1663
Cl  -2.45  -1.34  0.05  -0.0787

Energy above the lowest of the compared OMol25 structures with the same formula, charge and spin ... 97.25 kcal/mol
Orbital gap (spin up / spin down) ... 9.205 / 9.046 eV
HOMO energy (spin up / spin down) ... -9.57 / -9.23 eV
2S+1 ... 1
E_tot ... -1035.59042 Eh



C37H29ClOP2PdS3 | ωB97M-V with the def2-TZVPD basis set

Last column: Mulliken charge in e.
Atoms and positions in Å:
Pd  -0.41  0.23  -0.11  -0.6800
Cl  -0.58  0.07  2.28  -0.1012
C  -1.59  -1.27  2.76  0.4517
C  -1.92  -1.38  4.11  -0.7142
C  -2.71  -2.42  4.54  -0.4629
C  -3.18  -3.35  3.62  -0.7804
C  -2.85  -3.22  2.28  -0.1759
C  -2.05  -2.17  1.80  -0.4250
P  -1.60  -1.94  0.01  1.0650
C  -2.76  -3.24  -0.70  -0.4495
C  -4.07  -2.80  -0.95  -0.1351
C  -4.99  -3.60  -1.61  -0.6802
C  -4.63  -4.86  -2.06  -0.3777
C  -3.34  -5.31  -1.84  -0.7407
C  -2.41  -4.51  -1.17  0.0224
C  -0.05  -2.96  -0.06  0.9083
C  0.25  -3.97  0.86  -0.3111
C  1.46  -4.66  0.79  -0.6445
C  2.36  -4.37  -0.22  -0.5761
C  2.06  -3.38  -1.15  -0.4461
C  0.87  -2.67  -1.06  -0.8022
H  -1.52  -0.65  4.80  0.4524
H  -2.95  -2.52  5.59  0.3494
H  -3.79  -4.18  3.94  0.3817
H  -3.21  -3.95  1.57  0.3480
H  -4.35  -1.80  -0.63  0.4447
H  -6.00  -3.22  -1.79  0.3739
H  -5.34  -5.48  -2.60  0.3470
H  -3.04  -6.29  -2.18  0.3778
H  -1.41  -4.88  -1.00  0.3130
H  -0.45  -4.20  1.65  0.3692
H  1.69  -5.42  1.53  0.3964
H  3.31  -4.90  -0.27  0.3310
H  2.77  -3.13  -1.93  0.3826
H  0.66  -1.85  -1.74  0.2457
S  -1.43  3.31  -3.62  -0.5214
C  -1.15  2.24  -2.32  -0.0158
S  -0.04  0.90  -2.48  -0.4714
S  -1.92  2.42  -0.77  -0.4498
O  2.39  -0.22  0.13  -0.1128
P  3.13  0.51  1.18  1.3930
C  2.59  2.22  1.46  0.3355
C  1.34  2.63  1.02  1.3894
C  0.90  3.92  1.30  -0.8998
C  1.70  4.79  2.01  -0.4461
C  2.96  4.40  2.44  -0.7869
C  3.41  3.12  2.16  -0.2685
C  3.02  -0.36  2.77  0.0373
C  3.55  0.11  3.97  0.0106
C  3.35  -0.60  5.14  -0.6794
C  2.61  -1.78  5.12  -0.6800
C  2.07  -2.25  3.93  -0.2125
C  2.28  -1.54  2.75  -0.5019
C  4.91  0.67  0.84  0.1891
C  5.84  -0.23  1.35  -0.4322
C  7.17  -0.19  0.93  -0.6801
C  7.57  0.75  -0.01  -0.3460
C  6.64  1.64  -0.54  -0.6903
C  5.32  1.60  -0.12  -0.4952
H  0.68  1.96  0.44  -0.8250
H  -0.08  4.21  0.93  0.4143
H  1.35  5.80  2.23  0.3722
H  3.60  5.09  2.98  0.3830
H  4.41  2.82  2.46  0.2735
H  4.12  1.03  3.99  0.2009
H  3.76  -0.24  6.07  0.4021
H  2.44  -2.33  6.04  0.3578
H  1.48  -3.16  3.90  0.4371
H  1.88  -1.88  1.80  0.2878
H  5.52  -0.97  2.07  0.3764
H  7.89  -0.89  1.34  0.3798
H  8.60  0.77  -0.34  0.3615
H  6.95  2.36  -1.28  0.3780
H  4.59  2.28  -0.55  0.4785

Total charge ... -2
Energy above the lowest of the compared OMol25 structures with the same formula, charge and spin ... 41.51 kcal/mol
Orbital gap ... 3.041 eV
HOMO energy ... 0.93 eV
2S+1 ... 1
E_tot ... -3967.98428 Eh



C28H35Cl5N2NiO3PSSi | ωB97M-V with the def2-TZVPD basis set

Last column: Mulliken charge in e.
Atoms and positions in Å:
Ni  0.14  1.14  0.35  0.4401
O  1.43  0.04  -1.02  0.1120
N  2.17  -0.87  -1.55  -0.0659
C  2.32  -0.82  -2.97  -0.6597
C  3.07  -1.73  -3.60  -0.5664
C  3.77  -2.75  -2.90  -0.4099
C  3.68  -2.74  -1.50  -0.6775
C  2.93  -1.83  -0.77  0.3332
S  2.84  -1.75  0.90  -0.3329
H  1.74  -0.04  -3.44  0.4016
H  3.12  -1.67  -4.68  0.3539
H  4.37  -3.48  -3.42  0.3367
H  4.22  -3.47  -0.91  0.3617
Cl  -2.24  3.73  1.71  -0.4323
Si  -1.86  2.27  0.13  0.3130
Cl  -3.76  1.30  0.12  -0.3375
Cl  -2.16  3.59  -1.58  -0.4261
C  0.80  5.23  -0.07  -1.3052
C  1.84  4.44  0.72  0.6362
C  1.47  4.50  2.20  -1.4845
P  1.92  2.68  0.12  0.6293
C  2.60  2.82  -1.61  0.8160
C  3.43  4.05  -1.97  -1.6220
C  1.49  2.63  -2.63  -0.9462
C  3.31  1.88  1.08  1.1223
C  2.80  1.32  2.41  -1.5597
C  4.59  2.68  1.30  -1.6660
H  0.90  6.30  0.14  0.4611
H  -0.21  4.92  0.21  0.0165
H  0.89  5.10  -1.15  0.2621
H  2.83  4.89  0.59  0.5950
H  0.57  3.91  2.40  0.2090
H  1.26  5.53  2.49  0.4543
H  2.26  4.13  2.85  0.2673
H  3.26  1.94  -1.67  0.4616
H  2.81  4.95  -2.00  0.2483
H  3.86  3.92  -2.96  0.4893
H  4.25  4.24  -1.28  0.3064
H  0.78  3.46  -2.63  0.2430
H  0.91  1.73  -2.43  -0.3461
H  1.91  2.56  -3.64  0.4392
H  3.54  1.01  0.45  -0.2816
H  2.67  2.11  3.15  0.2718
H  3.53  0.60  2.80  0.4420
H  1.85  0.79  2.31  0.1294
H  4.41  3.56  1.93  0.2393
H  5.05  3.02  0.37  0.3626
H  5.32  2.06  1.82  0.4762
Cl  -5.29  -1.79  1.83  -0.1009
C  -5.28  -3.50  2.10  1.0355
C  -6.39  -4.08  2.72  -0.6686
C  -6.38  -5.43  3.02  -0.3045
C  -5.27  -6.20  2.71  -0.5622
C  -4.19  -5.60  2.07  0.5510
Cl  -2.82  -6.60  1.68  -0.2329
C  -4.15  -4.24  1.74  -1.2812
N  -3.03  -3.69  1.13  0.2773
C  -3.12  -3.02  -0.09  0.3363
C  -4.20  -3.22  -0.94  -0.4917
C  -4.27  -2.57  -2.17  -0.6491
C  -3.24  -1.73  -2.56  -1.1484
C  -2.15  -1.56  -1.73  0.2577
C  -2.05  -2.19  -0.49  -0.0413
C  -0.79  -2.03  0.31  0.3662
C  -0.93  -1.32  1.67  0.6142
O  -1.44  -1.95  2.62  -0.9479
O  -0.47  -0.15  1.75  -0.5371
H  -7.23  -3.45  2.97  0.4128
H  -7.24  -5.88  3.50  0.3406
H  -5.23  -7.25  2.94  0.3888
H  -2.34  -3.26  1.80  0.3603
H  -5.01  -3.88  -0.64  0.4236
H  -5.13  -2.72  -2.81  0.3500
H  -3.29  -1.20  -3.51  0.3841
H  -1.34  -0.90  -2.02  0.5236
H  -0.07  -1.47  -0.29  -1.4479
H  -0.35  -3.01  0.51  0.6804

Total charge ... -2
Energy above the lowest of the compared OMol25 structures with the same formula, charge and spin ... 0.00 kcal/mol
Orbital gap (spin up / spin down) ... 4.046 / 5.455 eV
HOMO energy (spin up / spin down) ... 0.02 / -1.96 eV
2S+1 ... 4
E_tot ... -6261.67026 Eh



C22H52InN4O3PSSi2 | ωB97M-V with the def2-TZVPD basis set

Last column: Mulliken charge in e.
Atoms and positions in Å:
In  0.45  0.75  0.16  -0.1589
O  2.23  0.87  3.87  -0.7005
N  1.47  0.93  2.95  1.0172
O  0.28  1.25  3.06  -0.6248
O  1.86  0.54  1.80  -0.7124
C  -3.68  -0.17  1.58  -1.7212
C  -3.03  -1.49  1.85  2.2849
C  -4.11  -2.53  2.16  -1.8424
C  -2.23  -1.32  3.12  -1.7686
P  -1.80  -1.80  0.43  -0.0526
N  -1.07  -0.50  0.09  0.5668
C  -0.67  -3.21  0.94  2.7234
C  0.42  -2.56  1.81  -1.9385
C  -1.33  -4.40  1.63  -2.0440
C  0.15  -3.75  -0.23  -2.0858
C  -2.77  -2.44  -1.11  2.5196
C  -1.83  -2.17  -2.23  -2.2309
C  -3.18  -3.95  -0.97  -1.9254
C  -4.04  -1.64  -1.43  -1.6591
H  -4.36  0.02  2.43  0.6064
H  -4.22  -0.10  0.62  0.1691
H  -2.86  0.56  1.58  0.1231
H  -4.46  -2.48  3.26  0.3439
H  -3.74  -3.51  2.06  0.4317
H  -4.96  -2.50  1.46  0.3031
H  -2.76  -0.84  3.92  0.6551
H  -1.29  -0.72  2.96  -0.0638
H  -1.86  -2.26  3.50  0.3842
H  0.05  -2.21  2.71  0.4377
H  0.89  -1.77  1.23  0.1040
H  1.05  -3.39  2.12  0.6555
H  -1.96  -4.03  2.41  0.4106
H  -0.54  -5.06  2.08  0.4771
H  -1.92  -5.06  0.97  0.2323
H  0.63  -2.97  -0.79  0.0428
H  -0.51  -4.29  -0.89  0.4208
H  0.88  -4.46  0.20  0.6080
H  -2.20  -2.47  -3.21  0.5867
H  -0.87  -2.67  -2.13  0.4074
H  -1.59  -1.09  -2.32  0.3389
H  -2.42  -4.70  -1.21  0.3080
H  -4.03  -4.16  -1.63  0.5148
H  -3.50  -4.23  0.05  0.2783
H  -4.00  -0.60  -1.13  -0.0324
H  -4.90  -2.13  -0.94  0.3514
H  -4.17  -1.72  -2.52  0.5994
C  -2.45  2.50  -0.99  -0.8533
Si  -0.80  3.17  -1.62  0.5456
C  -0.23  1.99  -2.97  -0.7559
C  -0.95  4.82  -2.47  -1.2782
C  0.47  2.92  -0.26  -0.3293
Si  2.17  3.64  -0.25  0.1608
C  1.89  5.51  -0.37  -1.2405
C  3.26  3.05  -1.69  -0.6686
C  3.19  3.41  1.35  -0.9828
H  -3.15  2.63  -1.76  0.4875
H  -2.71  3.07  -0.08  0.2857
H  -2.45  1.45  -0.61  -0.0053
H  -0.13  2.43  -3.97  0.4288
H  -0.83  1.17  -2.95  0.0783
H  0.81  1.59  -2.72  0.1093
H  -1.93  4.92  -3.02  0.2694
H  -0.08  4.87  -3.06  0.3862
H  -0.86  5.70  -1.80  0.3522
H  -0.02  3.31  0.66  0.5026
H  1.33  5.89  -1.29  0.2551
H  2.81  6.03  -0.38  0.4340
H  1.34  5.88  0.49  0.3431
H  2.70  3.01  -2.64  0.3082
H  3.67  2.06  -1.58  -0.1033
H  4.07  3.74  -1.75  0.5090
H  2.99  2.61  2.01  0.1403
H  3.11  4.31  1.95  0.4910
H  4.20  3.18  1.12  0.3454
S  2.20  -0.70  -1.12  -0.2377
C  3.85  -0.46  -0.71  -0.0412
N  4.97  -1.04  -1.34  -0.2848
C  6.13  -0.24  -0.97  -0.4812
C  5.76  0.16  0.43  -0.5306
N  4.34  0.35  0.22  0.4065
H  4.79  -1.37  -2.23  0.2550
H  6.13  0.68  -1.63  0.2550
H  7.01  -0.78  -1.12  0.3795
H  6.22  1.11  0.75  0.3199
H  5.97  -0.64  1.11  0.3445
H  3.73  0.49  1.02  0.0588

Energy above the lowest of the compared OMol25 structures with the same formula, charge and spin ... 35.64 kcal/mol
Orbital gap ... 8.441 eV
HOMO energy ... -8.19 eV
2S+1 ... 1
E_tot ... -2822.80645 Eh



C9H13IrNO2 | ωB97M-V with the def2-TZVPD basis set

Last column: Mulliken charge in e.
Atoms and positions in Å:
C  -0.88  0.90  -2.08  -0.4388
C  0.49  0.83  -2.51  -0.3166
C  1.20  1.99  -1.98  -0.7321
C  0.24  2.80  -1.21  -0.4063
C  -1.06  2.10  -1.24  -0.5151
Ir  0.38  0.94  -0.50  0.4528
N  -0.94  -2.57  -0.10  -0.0841
C  -1.29  -3.81  -0.16  -0.7136
C  0.15  -1.84  -0.57  -0.9463
H  2.25  2.19  -2.13  0.3476
H  0.96  0.08  -3.13  0.3818
H  0.50  3.72  -0.69  0.3745
H  -1.97  2.40  -0.71  0.3426
H  -1.64  0.15  -2.32  0.2882
H  0.25  -1.78  -1.66  0.4741
H  -1.75  -4.18  -1.07  0.3293
H  -1.68  -2.05  0.35  0.1736
H  1.03  -1.85  0.07  0.3964
H  -1.11  -4.49  0.67  0.3191
C  0.85  0.49  3.61  -1.1065
C  0.44  0.88  2.23  0.9337
O  -0.32  1.83  1.97  -0.6294
O  1.00  0.11  1.32  -0.7742
H  0.23  0.98  4.35  0.3086
H  1.89  0.76  3.77  0.2467
H  0.77  -0.59  3.71  0.2941

Total charge ... -1
Energy above the lowest of the compared OMol25 structures with the same formula, charge and spin ... 1.86 kcal/mol
Orbital gap (spin up / spin down) ... 4.344 / 6.511 eV
HOMO energy (spin up / spin down) ... -1.04 / -3.44 eV
2S+1 ... 5
E_tot ... -660.03065 Eh